# 1
An isolated molecule of C8H10O2 in a non-equilibrium geometry. Source: the Open Molecules 2025 dataset; level of theory: ωB97M-V/def2-TZVPD.

XYZ file:
```
20
Properties=species:S:1:pos:R:3:forces:R:3
C 0.77692 -1.28534 -1.37138 -0.02 1.47 0.35
C -0.46334 -1.99274 -1.21276 -1.41 -2.31 1.02
C 0.66067 -0.06942 -0.77575 3.12 0.09 -1.20
C -1.22428 -1.29058 -0.33990 0.21 0.82 -0.94
C -2.69795 0.37052 0.09733 1.08 -1.90 1.00
C -0.50463 -0.00127 0.11203 -0.16 -3.09 -0.44
C 1.62925 1.06695 -0.96040 0.30 1.00 1.39
C -0.19056 -0.10065 1.60764 -1.05 3.40 -0.95
O -2.54379 -1.13507 -0.10629 -0.01 0.98 -0.27
O -1.42951 0.97676 -0.16944 -2.20 0.30 0.34
H 1.59596 -1.66730 -1.97489 -0.08 0.38 0.07
H -0.64951 -2.99765 -1.65952 -0.16 1.16 0.33
H -3.36106 0.76235 -0.63454 -0.90 0.19 -0.23
H -3.03479 0.30863 1.16349 0.24 1.17 -0.88
H 2.39074 1.16363 -0.06658 -0.96 -0.39 -1.95
H 1.01532 1.99715 -0.81784 0.64 -0.51 -0.56
H 2.08079 1.05193 -2.00152 -0.23 0.09 1.58
H -1.15479 -0.31231 2.12896 1.10 0.27 0.05
H 0.23408 0.96300 1.77899 -0.73 -1.74 0.62
H 0.55176 -0.81565 1.72969 1.21 -1.38 0.67
```
Positions in Å, forces in eV/Å.

Results
Electronic energy in eV: -12550.1090
HOMO-LUMO gap in hartree: 0.309
Highest occupied orbital energy in eV: -7.51
Structure (SMILES): CC1=CC=C2OCO[C@]12C
Energy above the lowest of the compared OMol25 structures with the same formula, charge and spin in eV: 3.5522
Lowest unoccupied orbital energy in eV: 0.89
Spin multiplicity: 1
Net charge: 0

Löwdin population analysis, charges in e, atoms 1 to 8:
1. C -0.0285
2. C -0.0113
3. C -0.2519
4. C -0.2351
5. C -0.0593
6. C -0.4986
7. C -0.0530
8. C 0.0438

=====

# 2
An isolated molecule of C3H6N2S3 in a non-equilibrium geometry. Source: the Open Molecules 2025 dataset; level of theory: ωB97M-V/def2-TZVPD.

XYZ file:
```
14
Properties=species:S:1:pos:R:3:forces:R:3
C 0.22630 -1.63309 1.48373 0.41 1.92 1.56
C 0.53124 -1.46608 0.21725 -0.22 -1.22 -2.03
C -1.34605 1.14607 -1.10311 0.71 0.90 -0.26
N 1.22544 -0.37859 -0.34968 -0.22 -0.31 0.31
N -0.11785 1.51522 -1.69413 -2.17 -0.33 1.09
S 0.43709 -0.33273 2.69988 0.77 -2.23 1.57
S 1.11182 0.28162 -1.87209 -0.67 0.54 0.58
S -2.60844 2.15309 -0.82617 0.63 -0.13 -0.21
H -0.09426 -2.49452 2.01337 -0.41 -0.93 -0.50
H 0.30124 -2.29912 -0.46136 0.23 0.48 0.05
H -1.44722 0.13173 -0.69644 0.49 0.08 -0.66
H 1.64372 0.17130 0.36657 0.63 0.63 0.32
H -0.02832 2.56311 -1.73523 0.52 -1.61 -0.14
H 0.16527 0.64199 1.95740 -0.69 2.20 -1.68
```
Positions in Å, forces in eV/Å.

Results
Electronic energy in eV: -38692.2681
HOMO-LUMO gap in hartree: 0.322
Highest occupied orbital energy in eV: -8.65
Structure (SMILES): S=CNSN/C=C\S
Energy above the lowest of the compared OMol25 structures with the same formula, charge and spin in eV: 2.2825
Lowest unoccupied orbital energy in eV: 0.12
Spin multiplicity: 1
Net charge: 0

Löwdin population analysis, charges in e, atoms 1 to 8:
1. C -0.4697
2. C -0.3195
3. C -0.8073
4. N -0.4040
5. N -0.3913
6. S 0.7622
7. S 0.9066
8. S 0.5938

=====

# 3
An isolated molecule of C19H21N5O5S in a non-equilibrium geometry. Source: the Open Molecules 2025 dataset; level of theory: ωB97M-V/def2-TZVPD.

XYZ file:
```
51
Properties=species:S:1:pos:R:3:forces:R:3
C -2.79624 2.75499 4.01449 -0.02 -0.01 -0.44
C -2.73536 3.32703 2.60148 0.07 0.27 0.44
O -3.03968 2.36148 1.60754 -0.11 -0.21 -0.15
C -2.06992 1.55911 1.12764 0.09 -0.22 -0.26
C -0.78091 1.43855 1.64598 -0.15 0.16 0.19
C 0.14152 0.61281 1.03163 -0.13 -0.23 -0.26
C -0.20678 -0.08920 -0.11151 -0.46 0.18 0.39
C -1.50050 -0.01294 -0.61473 0.23 -0.05 0.12
C -2.42304 0.79588 0.00817 -0.05 0.21 0.16
H -3.43069 0.87978 -0.36730 -0.12 0.03 -0.05
H -1.76546 -0.59419 -1.48512 -0.02 -0.06 -0.07
N 0.76598 -0.84088 -0.80485 0.61 -0.36 -0.52
C 1.33174 -2.04150 -0.47639 -0.15 0.03 0.40
N 2.19493 -2.40236 -1.38406 0.11 -0.77 0.81
N 2.21997 -1.45218 -2.32152 0.12 0.78 -1.04
C 1.36621 -0.52275 -1.98939 -0.17 -0.01 0.13
C 1.11115 0.75038 -2.72331 -0.04 -0.06 0.09
C 1.31557 1.89634 -1.77589 -0.52 0.61 -0.04
C 0.34148 2.74558 -1.39018 0.14 -0.09 -0.35
C 0.57683 3.71652 -0.34215 0.22 -0.22 -0.10
O -0.24648 4.45611 0.14839 -0.22 0.23 0.09
N 1.88984 3.72145 0.12796 0.01 0.31 0.27
C 2.91998 2.90038 -0.25658 -0.08 -0.16 -0.15
O 4.02749 2.95123 0.21315 0.40 0.06 0.19
N 2.56686 1.98852 -1.23214 0.23 -0.22 -0.08
H 3.28949 1.34271 -1.52601 -0.03 0.11 0.14
H 2.10770 4.39159 0.85713 -0.02 -0.13 -0.12
H -0.65353 2.69036 -1.79469 -0.10 -0.09 -0.03
H 1.81233 0.79430 -3.55888 -0.04 0.00 0.01
H 0.09238 0.76681 -3.11267 0.06 0.11 -0.02
S 0.88915 -2.93328 0.95639 0.15 -0.40 -0.01
C 0.07108 -4.35240 0.08569 0.03 0.41 0.03
C -0.11935 -5.51103 1.03929 0.09 0.14 0.05
H 0.84789 -5.85767 1.39435 0.05 -0.06 0.01
H -0.62164 -6.32861 0.52678 -0.05 -0.06 0.01
H -0.72161 -5.20801 1.89169 -0.04 -0.07 0.07
C -1.19781 -3.70590 -0.42029 0.16 -0.09 -0.30
O -1.25604 -3.06202 -1.43899 -0.09 -0.05 -0.09
O -2.21728 -3.86337 0.42092 0.07 -0.30 0.28
C -3.42535 -3.18900 0.09487 -0.27 0.23 -0.24
H -3.61851 -3.25751 -0.97739 -0.03 0.01 0.13
H -4.21263 -3.68081 0.66063 0.05 0.04 -0.01
H -3.35210 -2.13720 0.38073 0.00 -0.08 -0.02
H 0.72466 -4.59944 -0.75290 -0.19 0.05 0.05
H 1.14166 0.52488 1.43096 0.12 0.02 0.01
H -0.47696 1.99279 2.51832 -0.01 0.09 0.10
H -3.50984 4.08952 2.48150 0.17 -0.05 0.00
H -1.76487 3.78909 2.39166 -0.10 -0.02 -0.05
H -2.06076 1.96718 4.15725 0.07 -0.05 0.06
H -2.60783 3.54642 4.73443 0.03 0.08 0.11
H -3.78281 2.33766 4.20056 -0.07 -0.03 0.06
```
Positions in Å, forces in eV/Å.

Results
Electronic energy in eV: -48568.5818
HOMO-LUMO gap in hartree: 0.342
Highest occupied orbital energy in eV: -8.78
Structure (SMILES): CCOc1ccc(-n2c(Cc3cc(=O)[nH]c(=O)[nH]3)nnc2S[C@@H](C)C(=O)OC)cc1
Energy above the lowest of the compared OMol25 structures with the same formula, charge and spin in eV: 0.0058
Lowest unoccupied orbital energy in eV: 0.53
Spin multiplicity: 1
Net charge: 0

Löwdin population analysis, charges in e, atoms 1 to 8:
1. C -0.0612
2. C -0.2332
3. O -0.0352
4. C -0.2598
5. C -0.0022
6. C -0.0086
7. C -0.2482
8. C -0.0155

=====

# 4
A structure of composition C6H14NNbOPS2 in a non-equilibrium geometry. Source: the Open Molecules 2025 dataset; level of theory: ωB97M-V/def2-TZVPD.

XYZ file:
```
26
Properties=species:S:1:pos:R:3:forces:R:3
C -2.03724 -1.63218 1.91364 0.29 0.84 -0.42
C -1.98931 -0.47194 1.52533 1.10 0.29 0.33
C -1.66265 0.93501 1.02148 -1.38 -2.07 0.69
Nb -0.89464 0.86328 -1.17862 -1.57 -0.39 -1.50
S -2.04619 3.03629 -1.64870 0.15 -0.33 -0.03
S 0.28473 -1.33054 -0.71366 -0.43 0.37 -0.37
C -2.83563 -0.24920 -1.67085 -0.65 -0.97 0.27
C -3.74732 -1.07672 -1.82050 1.36 0.32 0.28
P 1.32097 2.00630 -0.55526 1.14 0.33 -0.64
N 2.27304 2.14834 -1.86476 -0.51 0.15 0.51
H -1.89650 -2.68920 2.13913 -0.40 0.97 -0.16
H -2.63000 1.48128 1.00145 0.71 -0.02 -0.02
H -0.93400 1.46152 1.68005 -0.49 -0.46 -0.24
H -0.35978 0.66639 -2.92116 -0.48 -0.35 0.18
H -3.26803 2.80676 -2.21855 0.78 -0.28 0.26
H -0.70274 -2.23557 -1.00915 0.40 0.74 0.19
H -4.35933 -1.98297 -1.88227 0.33 1.09 -0.04
H 1.05482 3.33542 -0.07046 0.08 -0.65 0.62
H 1.99756 1.21093 0.43877 -0.27 0.68 0.26
H 2.45702 3.14199 -2.02042 -0.06 -0.33 -0.13
C 3.42898 -1.63447 1.87722 -0.24 -0.13 -0.26
O 3.54393 -2.88339 1.20834 0.11 -0.13 0.06
H 4.27486 -1.52390 2.55472 0.01 -0.09 -0.06
H 3.44157 -0.82131 1.14690 -0.03 0.14 0.16
H 2.49899 -1.60558 2.45089 0.04 0.22 0.05
H 2.78690 -2.95654 0.61644 0.02 0.05 -0.02
```
Positions in Å, forces in eV/Å.

Results
Electronic energy in eV: -42489.5811
HOMO-LUMO gap in hartree: 0.205
Highest occupied orbital energy in eV: -4.60
Energy above the lowest of the compared OMol25 structures with the same formula, charge and spin in eV: 1.1322
Lowest unoccupied orbital energy in eV: 0.98
Spin multiplicity: 1
Net charge: -1

Löwdin population analysis, charges in e, atoms 1 to 8:
1. C -0.0073
2. C -0.3268
3. C -0.4244
4. Nb 0.9247
5. S 0.0969
6. S 0.1247
7. C -0.3724
8. C -0.0921

=====

# 5
An isolated molecule of C21H24N4O4S2 in a non-equilibrium geometry. Source: the Open Molecules 2025 dataset; level of theory: ωB97M-V/def2-TZVPD.

XYZ file:
```
55
Properties=species:S:1:pos:R:3:forces:R:3
C 5.19845 1.09261 -2.82247 -0.23 0.01 0.10
H 5.83012 0.21467 -2.70689 0.13 -0.09 -0.04
H 4.92797 1.18690 -3.87066 0.06 0.01 -0.11
C 3.94788 0.96572 -1.96445 0.17 0.00 0.07
H 3.37679 0.08587 -2.26785 -0.07 0.03 0.03
H 3.31480 1.84500 -2.09662 -0.06 -0.02 0.04
C 4.31378 0.84637 -0.48457 0.17 0.17 -0.46
N 3.13250 0.65716 0.33682 -0.11 0.26 0.15
C 2.61771 -0.57366 0.56346 -0.40 -0.62 0.42
N 1.56725 -0.83540 1.25665 0.40 -0.11 0.09
C 0.85242 0.21392 1.77486 0.07 0.66 0.03
C -0.30364 -0.03899 2.51885 0.00 0.13 0.09
C -1.05520 1.01196 2.99126 0.06 -0.15 0.04
C -0.67340 2.32912 2.74761 0.15 0.15 0.02
C 0.47458 2.59336 2.03812 0.04 0.02 0.04
C 1.25217 1.54171 1.55018 -0.37 -0.26 0.15
C 2.47046 1.80935 0.79871 0.10 -0.03 0.05
O 2.93185 2.90587 0.56464 -0.01 0.16 -0.06
H 0.79780 3.60293 1.83659 0.01 0.10 -0.01
H -1.28377 3.13976 3.11170 -0.06 0.09 0.01
H -1.95668 0.81238 3.55155 -0.09 -0.02 0.05
H -0.59269 -1.06211 2.70341 -0.01 -0.10 0.00
S 3.43257 -1.95309 -0.16903 0.24 -0.36 -0.19
C 2.09962 -3.16408 0.05778 0.39 0.54 0.04
H 2.07111 -3.47171 1.10155 -0.10 -0.05 -0.07
H 2.35794 -4.00644 -0.58496 -0.01 0.01 -0.01
C 0.79348 -2.52162 -0.39361 -0.04 -0.55 -0.12
O 0.72768 -1.78625 -1.35022 -0.08 0.08 -0.16
N -0.28711 -2.92607 0.33384 -0.20 -0.39 0.15
C -1.55093 -2.32815 0.29354 -0.34 0.18 -0.20
C -2.67135 -3.04519 0.70787 0.13 0.09 -0.05
C -3.92322 -2.45454 0.69668 0.03 0.08 0.04
C -4.07444 -1.14163 0.27793 -0.22 0.08 0.00
C -2.95325 -0.43357 -0.10735 -0.10 0.51 -0.18
C -1.70030 -1.00366 -0.10633 0.21 -0.10 -0.03
H -0.84745 -0.41219 -0.38423 0.16 -0.02 -0.03
S -3.07905 1.28558 -0.62002 -0.13 0.12 -0.14
O -4.45507 1.67364 -0.51432 -0.07 -0.32 -0.11
O -2.09348 2.04536 0.08979 0.22 -0.21 -0.19
N -2.67604 1.31298 -2.23406 -0.28 0.13 1.04
C -1.27222 1.27362 -2.56243 0.47 0.03 0.05
H -1.11424 1.78396 -3.51388 -0.02 -0.01 0.02
H -0.88612 0.25060 -2.63909 0.01 -0.01 -0.01
H -0.74329 1.81033 -1.77850 0.22 0.00 -0.14
C -3.54527 0.52562 -3.06928 -0.37 -0.21 -0.17
H -3.26874 -0.53694 -3.06987 0.01 0.02 -0.03
H -4.55538 0.64003 -2.68365 -0.11 -0.10 -0.23
H -3.50488 0.90284 -4.09140 0.00 0.00 0.02
H -5.03375 -0.65078 0.26163 -0.15 0.00 0.01
H -4.78327 -3.02106 1.01959 -0.07 -0.04 0.02
H -2.55784 -4.06630 1.04306 0.01 -0.12 -0.01
H -0.16310 -3.66331 1.01194 0.12 0.20 -0.05
H 4.78997 1.77032 -0.14633 0.01 -0.22 0.00
H 4.99272 0.00504 -0.32076 0.02 0.14 0.04
H 5.77062 1.97124 -2.53414 0.13 0.09 -0.02
```
Positions in Å, forces in eV/Å.

Results
Electronic energy in eV: -57988.6843
HOMO-LUMO gap in hartree: 0.317
Highest occupied orbital energy in eV: -8.30
Structure (SMILES): CCCn1c(SCC(=O)Nc2cccc(S(=O)(=O)N(C)C)c2)nc2ccccc2c1=O
Energy above the lowest of the compared OMol25 structures with the same formula, charge and spin in eV: 0.1108
Lowest unoccupied orbital energy in eV: 0.33
Spin multiplicity: 1
Net charge: 0

Löwdin population analysis, charges in e, atoms 1 to 8:
1. C -0.1006
2. H 0.0732
3. H 0.0717
4. C -0.2355
5. H 0.0957
6. H 0.1149
7. C -0.1879
8. N 0.0136

=====

# 6
An isolated molecule of C5H4. Source: the Open Molecules 2025 dataset; level of theory: ωB97M-V/def2-TZVPD.

XYZ file:
```
9
Properties=species:S:1:pos:R:3:forces:R:3
C -1.98747 -0.24003 -0.00109 -0.16 0.01 -0.01
C -0.58841 0.14078 0.00372 0.38 0.25 0.00
C 0.57174 0.46634 0.00470 -0.53 -0.08 0.00
C 1.94111 0.53989 0.00272 0.32 -0.16 0.00
C 3.13277 0.36539 -0.00062 -0.69 -0.47 0.01
H -2.20553 -0.90815 0.83769 -0.01 0.11 -0.12
H -2.23827 -0.75508 -0.93334 -0.02 0.08 0.13
H -2.60722 0.65504 0.08773 -0.08 -0.13 -0.01
H 3.98128 -0.26417 -0.00151 0.78 0.40 0.00
```
Positions in Å, forces in eV/Å.

Results
Electronic energy in eV: -5245.9228
HOMO-LUMO gap in hartree: 0.376
Highest occupied orbital energy in eV: -9.30
Structure (SMILES): C#CC#CC
Energy above the lowest of the compared OMol25 structures with the same formula, charge and spin in eV: 0.2728
Lowest unoccupied orbital energy in eV: 0.94
Spin multiplicity: 1
Net charge: 0

Löwdin population analysis, charges in e, atoms 1 to 8:
1. C -0.0957
2. C -0.0647
3. C -0.0650
4. C -0.1576
5. C 0.1061
6. H 0.0834
7. H 0.0833
8. H 0.0820

=====

Which value of net charge does entry 4 give?
-1